No. 1
The following is a quantum chemistry calculation of C25H25N4O6PSnTe as an isolated structure, from the Open Molecules 2025 dataset.

Structure (ORCA input):
```
! RIJCOSX wB97M-V def2-TZVPD def2/J DEFGRID3
* xyz 2 1
Te -3.15 2.32 -1.95
Sn -0.97 -1.10 -3.83
P -4.11 0.11 -2.42
O -4.37 -0.48 -1.00
O 6.77 0.20 6.69
O -1.26 1.19 -4.27
O -2.82 2.76 -3.90
O -5.51 0.25 -3.07
O -3.14 -0.70 -3.22
N 2.22 -0.89 2.24
N 0.96 -0.06 -3.05
N 3.70 0.28 1.05
N -0.79 -1.45 -1.58
C 4.07 -0.99 4.52
C -0.36 -2.04 1.10
C -1.92 2.16 -4.61
C 3.39 -0.26 2.27
C -5.74 0.72 -4.45
C -1.66 -2.19 -0.90
C 6.11 0.90 4.58
C 1.80 0.60 -3.84
C -5.63 -0.40 -0.25
C -7.19 0.49 -4.78
C 1.78 -0.75 0.96
C 5.29 0.81 3.48
C 4.26 -0.14 3.43
C 5.92 0.04 5.66
C 6.62 -0.64 7.83
C 0.33 -1.00 -0.96
C 3.33 0.95 -2.04
C 0.58 -1.27 0.39
C 1.27 -0.25 -1.75
C 2.68 -0.03 0.19
C 3.00 1.13 -3.36
C -1.48 -2.50 0.44
C -5.85 0.99 0.30
C 4.89 -0.91 5.63
C 2.46 0.25 -1.19
H -7.38 0.84 -5.79
H 5.65 -0.50 8.30
H -5.01 1.30 0.92
H -6.74 0.98 0.93
H -6.02 1.72 -0.50
H -5.48 1.78 -4.48
H -6.43 -0.72 -0.92
H 6.90 1.63 4.63
H -1.79 2.63 -5.60
H -5.51 -1.13 0.54
H 3.66 1.66 -4.04
H 4.57 0.74 0.83
H -0.18 -2.26 2.14
H 4.72 -1.58 6.46
H -2.53 -2.53 -1.44
H 6.76 -1.69 7.56
H -5.07 0.15 -5.10
H 5.44 1.51 2.66
H 7.40 -0.34 8.52
H 1.51 0.72 -4.88
H -2.21 -3.11 0.95
H -7.83 1.04 -4.10
H 3.27 -1.72 4.48
H 4.26 1.35 -1.66
H -7.43 -0.57 -4.73
*
```

Its total energy is -66980.717 eV. Its molecular weight is 754.78 g mol⁻¹. The HOMO energy comes out at -11.947 eV. Its HOMO-LUMO gap is 5.531 eV. As for the energy relative to the best compared isomer or geometry (same formula, charge and spin): 57.99 kJ/mol.


No. 2
The following is a quantum chemistry calculation of a 2-piece molecular cluster, C9H14O overall, from the Open Molecules 2025 dataset.

Structure (ORCA input):
```
! RIJCOSX wB97M-V def2-TZVPD def2/J DEFGRID3
* xyz 1 2
O -2.55 0.86 -1.22
C 0.27 -2.29 -0.99
C 2.37 0.98 0.75
C 1.55 1.20 -0.36
C 2.53 -0.33 1.32
C 1.76 -1.35 0.83
C -3.36 1.38 1.03
C -2.51 0.45 0.15
C 1.10 -1.23 -0.41
C 1.03 0.09 -0.97
H -0.03 -3.03 -0.27
H -3.06 1.67 -1.30
H -0.57 -1.90 -1.57
H 0.55 0.32 -1.92
H 2.97 1.78 1.17
H 3.30 -0.47 2.07
H -2.92 -0.54 0.21
H -4.14 1.89 0.47
H 0.84 -2.69 -1.85
H -2.78 2.20 1.46
H -1.49 0.56 0.51
H 1.74 -2.20 1.49
H -3.86 0.83 1.82
H 1.38 2.18 -0.78
*
```

Its total energy is -11598.175 eV. Its molecular weight is 138.21 g mol⁻¹. The HOMO energy (spin up / spin down) comes out at -13.332 / -13.331 eV. Its HOMO-LUMO gap (spin up / spin down) is 9.074 / 5.251 eV. As for the energy relative to the best compared isomer or geometry (same formula, charge and spin): 134.38 kJ/mol.


Q: Which of these has the lowest energy relative to the best compared isomer or geometry (same formula, charge and spin)?
A: C25H25N4O6PSnTe